Record 1
DFT (ωB97M-V with the def2-TZVPD basis set) results for one molecule with the formula CH4F2N2 at a distorted geometry.

Calculated values
* HOMO: -10.566 eV
* energy relative to the best compared isomer or geometry (same formula, charge and spin): 11.18 kcal/mol
* calculated total energy: -349.74985 a.u.
* SMILES string: NC(N)(F)F
* orbital gap: 11.49 eV
* strongest force on any atom: 5.28 eV Å⁻¹
* LUMO level: 0.93 eV

```
9
CH4F2N2 ωB97M-V with the def2-TZVPD basis set
C 0.312 0.277 0.142
N -0.752 -0.377 0.982
N 0.197 0.019 -1.230
F 1.559 -0.050 0.712
F 0.268 1.640 0.384
H -1.183 -1.202 0.534
H -0.328 -0.712 1.828
H -0.661 -0.295 -1.386
H 0.589 0.699 -1.965
```

***

Record 2
DFT (ωB97M-V with the def2-TZVPD basis set) results for a 2-piece molecular cluster, CH4F2Si overall at a distorted geometry.

Calculated values
* HOMO: -9.203 eV
* energy relative to the best compared isomer or geometry (same formula, charge and spin): 93.26 kcal/mol
* calculated total energy: -529.70167 a.u.
* SMILES string: C=[SiH]F.F
* orbital gap: 9.38 eV
* strongest force on any atom: 3.64 eV Å⁻¹
* LUMO level: 0.17 eV

```
8
CH4F2Si ωB97M-V with the def2-TZVPD basis set
C 0.170 -0.634 -0.282
F 2.458 1.281 0.187
F -1.996 1.164 -0.284
Si -1.422 -0.180 0.191
H 0.653 0.237 -0.847
H 0.576 -1.657 -0.266
H 1.769 0.649 0.181
H -2.208 -0.860 1.120
```

***

Record 3
DFT (ωB97M-V with the def2-TZVPD basis set) results for a 2-piece molecular cluster, CH4FINP overall at a distorted geometry.

Calculated values
* HOMO: -10.044 eV
* energy relative to the best compared isomer or geometry (same formula, charge and spin): 33.28 kcal/mol
* calculated total energy: -834.15855 a.u.
* SMILES string: C/N=P\F.I
* orbital gap: 9.77 eV
* strongest force on any atom: 3.79 eV Å⁻¹
* LUMO level: -0.27 eV

```
9
CH4FINP ωB97M-V with the def2-TZVPD basis set
C -0.804 -0.436 0.255
N 0.274 -1.215 0.594
F 2.083 -0.890 -1.359
P 1.584 -1.777 -0.010
I 0.327 2.967 0.749
H -0.682 0.163 -0.628
H -1.592 -1.115 -0.080
H -1.261 0.345 0.989
H 0.072 1.958 -0.510
```

***

Record 4
DFT (ωB97M-V with the def2-TZVPD basis set) results for an isolated ion of composition CH4FN2 and charge +1 at a distorted geometry.

Calculated values
* HOMO: -17.236 eV
* energy relative to the best compared isomer or geometry (same formula, charge and spin): 0.00 kcal/mol
* calculated total energy: -249.62450 a.u.
* SMILES string: NC(=[NH2+])F
* charge: +1
* orbital gap: 12.93 eV
* strongest force on any atom: 4.17 eV Å⁻¹
* LUMO level: -4.30 eV

```
8
CH4FN2 ωB97M-V with the def2-TZVPD basis set
C 0.423 0.024 0.006
N -0.207 1.190 -0.044
N -0.178 -1.141 -0.060
F 1.730 0.179 -0.016
H -1.288 1.135 -0.124
H 0.233 1.986 0.333
H -1.077 -1.429 0.203
H 0.364 -1.944 -0.298
```

***

Record 5
DFT (ωB97M-V with the def2-TZVPD basis set) results for a 2-piece molecular cluster, CH4FN2 overall at a distorted geometry.

Calculated values
* HOMO: -17.891 eV
* energy relative to the best compared isomer or geometry (same formula, charge and spin): 50.08 kcal/mol
* calculated total energy: -249.54469 a.u.
* charge: +1
* orbital gap: 11.76 eV
* strongest force on any atom: 6.74 eV Å⁻¹
* LUMO level: -6.13 eV

```
8
CH4FN2 ωB97M-V with the def2-TZVPD basis set
C -0.547 -0.020 0.127
N -0.179 -1.233 0.118
N -0.162 1.188 0.156
F -2.369 0.008 -0.016
H 0.799 -1.520 0.142
H -0.880 -1.972 0.101
H 0.816 1.468 0.231
H -0.855 1.937 0.112
```

***

Record 6
DFT (ωB97M-V with the def2-TZVPD basis set) results for a 3-piece molecular cluster, CH4FN2O overall at a distorted geometry.

Calculated values
* HOMO (alpha / beta): -2.512 / -2.511 eV
* energy relative to the best compared isomer or geometry (same formula, charge and spin): 84.46 kcal/mol
* calculated total energy: -324.96898 a.u.
* charge: -1
* orbital gap (alpha / beta): 7.24 / 7.24 eV
* strongest force on any atom: 4.48 eV Å⁻¹
* LUMO level (alpha / beta): 4.73 / 4.73 eV

```
9
CH4FN2O ωB97M-V with the def2-TZVPD basis set
C 0.051 0.032 0.277
N -1.173 -0.583 -0.028
N 1.157 -0.442 -0.187
O 2.411 -0.185 0.125
F -0.428 1.709 -0.428
H 0.231 1.003 1.691
H -1.412 -0.324 -0.991
H -1.891 -0.172 0.560
H 1.053 -1.038 -1.020
```

***

Record 7
DFT (ωB97M-V with the def2-TZVPD basis set) results for an isolated ion of composition CH4FN2O and charge +1 at a distorted geometry.

Calculated values
* HOMO (alpha / beta): -16.271 / -16.269 eV
* energy relative to the best compared isomer or geometry (same formula, charge and spin): 131.15 kcal/mol
* calculated total energy: -324.59205 a.u.
* SMILES string: CN[N+](=O)F
* charge: +1
* orbital gap (alpha / beta): 8.75 / 8.75 eV
* strongest force on any atom: 7.51 eV Å⁻¹
* LUMO level (alpha / beta): -7.52 / -7.52 eV

```
9
CH4FN2O ωB97M-V with the def2-TZVPD basis set
C 0.105 0.621 0.385
N -1.031 -0.180 0.586
N -2.510 -0.118 -0.064
O -3.418 -0.455 0.549
F -2.474 0.269 -1.318
H 0.252 1.098 -0.577
H 0.282 1.448 1.105
H 0.960 -0.113 0.587
H -1.014 -0.667 1.410
```

***

Record 8
DFT (ωB97M-V with the def2-TZVPD basis set) results for one molecule with the formula CH4FNO2P2 at a distorted geometry.

Calculated values
* spin multiplicity: 3
* HOMO (alpha / beta): -7.867 / -10.002 eV
* energy relative to the best compared isomer or geometry (same formula, charge and spin): 61.62 kcal/mol
* calculated total energy: -1028.18368 a.u.
* ⟨S²⟩: 2.012
* orbital gap (alpha / beta): 8.46 / 6.91 eV
* strongest force on any atom: 5.78 eV Å⁻¹
* LUMO level (alpha / beta): 0.59 / -3.09 eV

```
11
CH4FNO2P2 ωB97M-V with the def2-TZVPD basis set
C -0.188 -0.575 -0.918
N -0.320 0.947 1.558
O 0.274 3.351 0.971
O -0.675 1.548 2.730
F 1.224 1.203 -2.102
P 0.477 1.946 0.603
P -0.224 1.108 -1.314
H -0.993 -0.573 -0.151
H -0.193 -1.267 -1.805
H 0.665 -0.749 -0.274
H -0.495 2.585 2.451
```

***

Record 9
DFT (ωB97M-V with the def2-TZVPD basis set) results for one molecule with the formula CH4FNP2 at a distorted geometry.

Calculated values
* HOMO: -9.266 eV
* energy relative to the best compared isomer or geometry (same formula, charge and spin): 19.63 kcal/mol
* calculated total energy: -877.79987 a.u.
* SMILES string: [H]/P=N\P(C)F
* orbital gap: 8.20 eV
* strongest force on any atom: 4.23 eV Å⁻¹
* LUMO level: -1.07 eV

```
9
CH4FNP2 ωB97M-V with the def2-TZVPD basis set
C -1.327 -0.316 -0.902
N 1.310 0.104 0.119
F -0.663 1.286 1.238
P 2.662 -0.500 0.579
P 0.026 0.968 -0.433
H -1.046 -0.991 -1.690
H -2.248 0.280 -0.890
H -1.310 -0.874 0.109
H 2.596 0.044 1.869
```

***

Record 10
DFT (ωB97M-V with the def2-TZVPD basis set) results for a 2-piece molecular cluster, CH4IN2 overall at a distorted geometry.

Calculated values
* HOMO (alpha / beta): -14.579 / -14.489 eV
* energy relative to the best compared isomer or geometry (same formula, charge and spin): 98.83 kcal/mol
* calculated total energy: -447.29951 a.u.
* charge: +1
* orbital gap (alpha / beta): 5.25 / 5.09 eV
* strongest force on any atom: 3.94 eV Å⁻¹
* LUMO level (alpha / beta): -9.33 / -9.40 eV

```
8
CH4IN2 ωB97M-V with the def2-TZVPD basis set
C -0.389 -0.187 -0.567
N -0.815 -0.418 0.668
N 0.142 0.877 -1.008
I 2.504 0.611 1.454
H -0.601 -1.027 -1.317
H -1.241 -1.183 1.217
H -0.356 0.251 1.338
H 0.756 1.076 -1.786
```

***

Record 11
DFT (ωB97M-V with the def2-TZVPD basis set) results for an isolated ion of composition CH4IN2O and charge +1 at a distorted geometry.

Calculated values
* HOMO: -14.800 eV
* energy relative to the best compared isomer or geometry (same formula, charge and spin): 11.78 kcal/mol
* calculated total energy: -522.60905 a.u.
* SMILES string: N/C(I)=[NH+]/O
* charge: +1
* orbital gap: 10.25 eV
* strongest force on any atom: 5.35 eV Å⁻¹
* LUMO level: -4.55 eV

```
9
CH4IN2O ωB97M-V with the def2-TZVPD basis set
C 0.062 -0.561 -0.764
N -0.263 0.515 -1.351
N 0.155 -0.731 0.575
O 0.373 -1.902 1.396
I 0.454 -2.250 -1.991
H -0.420 1.464 -0.959
H -0.079 0.670 -2.357
H -0.186 0.023 1.122
H 1.285 -2.143 1.670
```

***

Record 12
DFT (ωB97M-V with the def2-TZVPD basis set) results for a 2-piece molecular cluster, CH4IN2O overall at a distorted geometry.

Calculated values
* HOMO (alpha / beta): -14.445 / -14.444 eV
* energy relative to the best compared isomer or geometry (same formula, charge and spin): 77.54 kcal/mol
* calculated total energy: -522.50425 a.u.
* charge: +1
* orbital gap (alpha / beta): 6.46 / 6.46 eV
* strongest force on any atom: 6.76 eV Å⁻¹
* LUMO level (alpha / beta): -7.98 / -7.98 eV

```
9
CH4IN2O ωB97M-V with the def2-TZVPD basis set
C -0.302 -0.076 -0.073
N -1.525 -0.391 -0.327
N 0.692 -0.569 0.448
O 1.911 -0.024 0.692
I 0.421 2.848 -0.670
H -1.585 -1.370 -0.719
H -2.092 0.386 -0.669
H 0.704 -1.679 0.793
H 1.775 0.874 0.526
```